[1]
This record from the Open Molecules 2025 dataset describes a cluster of 11 separate species, C23H72N18O11 in total in a non-equilibrium geometry. The level of theory is ωB97M-V/def2-TZVPD.

The calculation puts the HOMO energy at -0.3310 Eh. The calculation puts the gap between HOMO and LUMO at 9.1519 eV. Its SMILES is COC[C@H](C)N.COC[C@H](C)N.COC[C@H](C)N.COC[C@H](C)N.NC(N)=O.NC(N)=O.NC(N)=O.NC(N)=O.NC(N)=O.NC(N)=O.NC(N)=O. As for the total energy: -2732.6577 Ha. The calculation puts the relative energy (zero: lowest compared OMol25 entry of this formula, charge and spin) at 975.58 kJ/mol.

Last column: Mulliken charge in e.
Cartesian coordinates (Å):
C  -7.95  -4.96  -4.62  -1.4614
C  -6.70  -4.81  -5.53  0.4323
C  -7.01  -4.48  -7.02  -0.8902
O  -7.21  -3.10  -7.48  -0.4154
C  -8.45  -2.62  -7.17  -0.5958
N  -5.87  -3.78  -4.94  -0.6511
H  -8.73  -5.71  -4.75  0.3835
H  -8.53  -4.07  -4.39  0.3284
H  -7.51  -5.36  -3.72  0.3926
H  -6.22  -5.78  -5.45  0.2676
H  -7.86  -5.02  -7.43  0.5028
H  -6.31  -4.92  -7.73  0.3970
H  -8.41  -2.15  -6.19  0.1958
H  -9.15  -3.43  -7.34  0.3229
H  -8.59  -1.76  -7.83  0.2254
H  -5.47  -3.22  -5.67  0.3035
H  -6.43  -3.20  -4.33  0.2622
C  3.53  -8.76  7.15  -1.3433
C  3.68  -9.48  5.82  0.6075
C  4.13  -8.58  4.68  -0.7864
O  3.36  -7.47  4.24  -0.3654
C  2.08  -7.72  4.02  -0.5823
N  4.42  -10.74  5.96  -0.6906
H  2.77  -7.99  7.09  0.3357
H  4.37  -8.20  7.56  0.3386
H  3.19  -9.45  7.92  0.3952
H  2.74  -9.87  5.42  0.1992
H  4.22  -9.14  3.74  0.3753
H  5.10  -8.17  4.95  0.3036
H  1.65  -6.89  3.45  0.2436
H  1.72  -7.79  5.04  0.1894
H  1.84  -8.61  3.43  0.2768
H  4.66  -10.95  6.92  0.2447
H  3.84  -11.53  5.72  0.2580
C  1.12  8.26  1.26  -1.3714
C  2.02  9.54  1.26  0.3815
C  1.52  10.72  0.28  -0.6705
O  1.67  10.42  -1.10  -0.2996
C  0.89  11.09  -2.04  -0.7339
N  1.98  9.97  2.61  -0.7315
H  0.09  8.59  1.36  0.3536
H  1.36  7.58  2.08  0.4249
H  1.19  7.84  0.25  0.2990
H  3.06  9.36  1.02  0.2911
H  2.04  11.66  0.45  0.3396
H  0.46  10.91  0.39  0.3235
H  -0.12  10.68  -1.97  0.3267
H  1.35  10.74  -2.97  0.2212
H  0.88  12.17  -1.95  0.2978
H  2.37  9.25  3.20  0.2634
H  1.01  10.05  2.89  0.2837
C  2.98  -0.40  7.33  -1.4122
C  3.75  0.83  6.99  0.2284
C  4.95  0.42  6.04  -0.6845
O  5.64  1.56  5.40  -0.3933
C  6.28  2.57  6.18  -0.6449
N  2.94  1.86  6.53  -0.5858
H  3.62  -1.28  7.28  0.3553
H  2.28  -0.66  6.54  0.4274
H  2.55  -0.30  8.33  0.2898
H  4.37  1.19  7.81  0.3039
H  4.64  -0.25  5.24  0.3734
H  5.66  -0.13  6.64  0.3543
H  7.20  2.09  6.53  0.2536
H  5.56  2.80  6.96  0.3615
H  6.57  3.36  5.49  0.1802
H  2.27  1.34  5.98  0.2897
H  3.59  2.40  5.97  0.3022
C  0.15  5.63  -7.81  0.6360
O  -0.93  5.96  -8.23  -0.6533
N  0.41  5.56  -6.52  -0.3820
N  1.16  5.26  -8.52  -0.3441
H  -0.27  5.93  -5.87  0.1944
H  1.21  5.13  -6.09  0.1591
H  1.88  5.01  -7.86  0.1771
H  1.11  5.23  -9.53  0.2131
C  -6.14  4.27  -3.90  0.6339
O  -5.34  3.42  -3.47  -0.6859
N  -6.11  4.91  -4.98  -0.3342
N  -7.33  4.46  -3.41  -0.3429
H  -6.85  5.58  -5.14  0.1690
H  -5.21  5.03  -5.41  0.2369
H  -7.66  4.02  -2.57  0.2050
H  -7.90  5.06  -4.00  0.1180
C  -7.72  -0.01  1.84  0.6465
O  -8.56  0.78  1.51  -0.6509
N  -6.42  -0.04  1.53  -0.4213
N  -8.07  -1.04  2.50  -0.3765
H  -6.15  0.58  0.78  0.2387
H  -5.93  -0.91  1.67  0.1840
H  -7.38  -1.72  2.75  0.1563
H  -9.05  -1.08  2.73  0.2230
C  6.07  5.67  -2.50  0.6308
O  5.11  4.93  -2.81  -0.6990
N  6.09  6.94  -2.48  -0.3309
N  7.15  5.24  -2.00  -0.3591
H  5.28  7.53  -2.63  0.2091
H  6.92  7.47  -2.27  0.1363
H  7.36  4.25  -2.04  0.2417
H  7.88  5.93  -2.02  0.1710
C  7.34  -1.27  -0.84  0.6421
O  8.47  -1.17  -1.21  -0.6519
N  6.73  -0.33  -0.20  -0.3709
N  6.56  -2.26  -1.04  -0.3270
H  7.19  0.54  0.00  0.2050
H  5.72  -0.33  -0.19  0.1645
H  6.78  -3.16  -1.44  0.2022
H  5.61  -2.16  -0.71  0.1378
C  -3.53  -9.48  0.16  0.6088
O  -4.62  -9.17  0.43  -0.5935
N  -2.71  -8.78  -0.67  -0.3853
N  -3.00  -10.59  0.64  -0.3831
H  -2.95  -7.85  -0.99  0.2160
H  -1.78  -9.14  -0.73  0.1660
H  -3.57  -11.13  1.28  0.2116
H  -2.06  -10.89  0.45  0.1598
C  0.06  -0.66  -0.86  0.6377
O  1.12  -0.95  -0.36  -0.6501
N  -1.02  -1.42  -0.78  -0.3943
N  -0.23  0.49  -1.39  -0.3961
H  -1.87  -1.16  -1.26  0.1599
H  -0.96  -2.38  -0.48  0.2101
H  -1.21  0.68  -1.54  0.1884
H  0.57  1.11  -1.32  0.2446

[2]
This record from the Open Molecules 2025 dataset describes the ion C11H22NO3 with charge +1 in a non-equilibrium geometry. The level of theory is ωB97M-V/def2-TZVPD.

The calculation puts the HOMO energy at -0.4879 Eh. The calculation puts the gap between HOMO and LUMO at 9.1564 eV. Its SMILES is CC[C@@H](C)[C@@H]([C@H](CC=O)OC)/[N+](C)=C\O. The charge is +1. As for the total energy: -712.4375 Ha. The calculation puts the relative energy (zero: lowest compared OMol25 entry of this formula, charge and spin) at 416.59 kJ/mol.

Last column: Mulliken charge in e.
Cartesian coordinates (Å):
C  -1.78  -0.94  2.31  -0.2193
C  -1.25  -2.15  -0.85  -0.1685
C  2.70  -0.72  0.85  -0.9848
C  1.60  -0.63  -2.01  -1.5948
C  -2.16  -0.02  -1.62  -1.0616
C  -0.25  3.25  0.40  -0.6637
C  -1.65  0.51  1.94  -0.8351
C  2.34  0.54  0.05  -0.6102
C  1.11  0.29  -0.89  0.1711
C  -0.10  -0.14  -0.13  0.3088
C  -0.56  0.89  0.87  -0.6030
N  -1.20  -0.74  -0.89  0.5878
O  -1.64  -1.88  1.56  -0.4569
O  -0.13  -2.89  -0.69  -0.3163
O  -1.01  2.00  0.21  -0.3725
H  -2.16  -1.19  3.30  0.4726
H  -2.06  -2.62  -1.32  0.5964
H  3.79  -1.05  0.70  0.2922
H  2.72  -0.54  1.98  0.3126
H  2.03  -1.53  0.55  0.2902
H  2.21  -1.32  -1.48  0.3842
H  0.85  -1.10  -2.64  0.3238
H  2.25  -0.17  -2.78  0.3822
H  -2.18  0.98  -1.26  0.3803
H  -3.12  -0.47  -1.28  0.4972
H  -2.20  -0.08  -2.78  0.2311
H  0.79  3.06  0.20  0.3187
H  -0.50  3.69  1.41  0.2346
H  -0.73  3.90  -0.50  0.2435
H  -1.55  0.99  2.88  0.4747
H  -2.65  0.58  1.43  0.2558
H  2.04  1.28  0.87  0.0505
H  3.21  0.66  -0.50  0.6927
H  0.86  1.22  -1.40  0.3094
H  0.37  -1.01  0.48  0.1825
H  0.32  1.13  1.41  0.5150
H  -0.31  -3.79  -0.37  0.3785

[3]
This record from the Open Molecules 2025 dataset describes a cluster of 3 separate species, C36H70O10P2 in total in a non-equilibrium geometry. The level of theory is ωB97M-V/def2-TZVPD.

The calculation puts the HOMO energy at -0.3592 Eh. The calculation puts the gap between HOMO and LUMO at 8.9342 eV. Its SMILES is CCCCCCCCCCCCCCCCCCC1=CC(=O)C=CC1=O.CCOP(=O)(OCC)OCC.CCOP(=O)(OCC)OCC. As for the total energy: -2848.7617 Ha.

Last column: Mulliken charge in e.
Cartesian coordinates (Å):
C  0.34  -2.43  0.98  -0.2786
C  0.75  -3.79  0.34  -1.0712
C  1.91  -3.61  -0.68  -0.5670
C  3.11  -2.77  -0.16  -1.3827
C  3.00  -1.25  -0.46  1.1212
C  3.64  -0.84  -1.83  -0.7468
C  2.87  0.35  -2.45  -1.1246
C  3.09  1.71  -1.74  0.2337
C  4.55  1.95  -1.27  -0.4148
C  4.78  3.43  -0.91  -0.9950
C  3.94  3.93  0.30  -0.9338
C  3.83  2.91  1.48  -0.8416
C  2.33  2.71  1.86  -0.8810
C  2.11  1.36  2.62  -1.4761
C  1.10  0.42  1.92  1.0415
C  -0.39  0.81  2.15  -0.9589
C  -1.31  0.02  1.17  0.8407
C  -2.80  0.34  1.52  -1.2551
C  -3.60  0.94  0.37  0.0644
C  -3.73  2.26  0.29  -0.0877
C  -4.54  2.95  -0.78  0.0071
O  -4.71  4.12  -0.77  -0.5338
C  -5.18  2.11  -1.88  -0.4123
C  -5.05  0.80  -1.80  -0.4739
C  -4.31  0.10  -0.68  0.5962
O  -4.30  -1.09  -0.64  -0.5528
H  1.18  -1.96  1.52  -0.1971
H  -0.01  -1.72  0.21  0.2816
H  -0.50  -2.52  1.69  0.4813
H  -0.14  -4.15  -0.20  0.3862
H  0.99  -4.48  1.16  0.3222
H  1.54  -3.10  -1.60  0.2938
H  2.25  -4.63  -0.95  0.3528
H  3.12  -2.86  0.95  0.5211
H  4.07  -3.17  -0.51  0.4684
H  1.96  -0.89  -0.47  -0.6280
H  3.59  -0.72  0.32  -0.0072
H  3.49  -1.72  -2.50  0.4385
H  4.73  -0.69  -1.78  0.3633
H  3.05  0.42  -3.54  0.4010
H  1.79  0.11  -2.34  0.3272
H  2.40  1.87  -0.89  -0.3740
H  2.86  2.51  -2.46  0.4495
H  5.21  1.72  -2.13  0.4081
H  4.87  1.24  -0.48  0.1910
H  4.46  4.02  -1.79  0.3440
H  5.86  3.65  -0.82  0.3545
H  4.46  4.83  0.69  0.4209
H  2.94  4.30  0.01  0.4306
H  4.30  3.38  2.37  0.4909
H  4.36  1.96  1.32  0.4300
H  1.68  2.80  0.97  0.5138
H  2.00  3.52  2.54  0.4581
H  1.79  1.56  3.66  0.4252
H  3.07  0.81  2.68  0.4832
H  1.27  0.32  0.83  -0.8027
H  1.23  -0.58  2.39  0.5680
H  -0.55  1.90  2.09  0.3010
H  -0.63  0.49  3.18  0.3480
H  -1.15  -1.05  1.44  -0.9896
H  -1.04  0.16  0.11  0.6770
H  -2.81  1.05  2.37  0.5372
H  -3.30  -0.59  1.83  0.3827
H  -3.25  2.91  1.03  0.4148
H  -5.68  2.64  -2.69  0.4243
H  -5.48  0.20  -2.61  0.3863
O  2.66  -2.44  -5.95  -0.6656
P  2.79  -3.13  -7.27  1.1752
O  3.15  -1.88  -8.27  -0.3786
C  4.46  -1.32  -8.21  -0.2640
C  5.49  -2.20  -8.91  -0.9698
O  1.19  -3.27  -7.64  -0.3912
C  0.20  -3.28  -6.62  -0.2797
C  -0.42  -1.90  -6.47  -1.2197
O  3.12  -4.25  -8.48  -0.3454
C  3.33  -5.61  -8.07  -0.3377
C  2.05  -6.27  -7.58  -0.9747
H  4.75  -1.15  -7.17  0.2188
H  4.41  -0.35  -8.70  0.3409
H  5.63  -3.14  -8.37  0.2216
H  6.45  -1.69  -8.97  0.4088
H  5.15  -2.45  -9.92  0.2400
H  0.61  -3.63  -5.67  0.3423
H  -0.57  -4.00  -6.91  0.3648
H  0.33  -1.13  -6.33  0.2866
H  -1.11  -1.87  -5.62  0.3598
H  -0.98  -1.64  -7.38  0.3204
H  4.11  -5.65  -7.30  0.3096
H  3.71  -6.15  -8.95  0.3468
H  1.73  -5.85  -6.63  0.2329
H  2.21  -7.34  -7.43  0.4191
H  1.24  -6.13  -8.29  0.2440
O  -3.49  1.89  6.08  -0.7286
P  -4.42  2.18  7.22  1.1275
O  -3.91  1.11  8.35  -0.3385
C  -2.68  1.36  9.02  -0.3227
C  -2.83  2.44  10.09  -0.9465
O  -5.75  1.38  6.68  -0.3621
C  -5.94  1.13  5.28  -0.3206
C  -5.50  -0.27  4.93  -1.2138
O  -5.41  2.95  8.34  -0.3042
C  -5.87  4.28  8.01  -0.3417
C  -6.88  4.27  6.87  -0.9771
H  -1.91  1.64  8.30  0.2618
H  -2.38  0.43  9.49  0.3377
H  -3.04  3.41  9.64  0.2208
H  -1.92  2.52  10.68  0.4024
H  -3.67  2.21  10.75  0.2422
H  -5.41  1.87  4.68  0.3815
H  -7.00  1.25  5.07  0.3553
H  -4.48  -0.48  5.27  0.2941
H  -5.54  -0.43  3.85  0.3450
H  -6.15  -1.01  5.41  0.3288
H  -5.01  4.91  7.76  0.3143
H  -6.33  4.68  8.91  0.3440
H  -6.40  4.00  5.92  0.2370
H  -7.32  5.26  6.75  0.4204
H  -7.67  3.54  7.05  0.2427

[4]
This record from the Open Molecules 2025 dataset describes a cluster of 2 separate species, C5H12NO in total in a non-equilibrium geometry. The level of theory is ωB97M-V/def2-TZVPD.

The calculation puts the HOMO energy at -0.5192 Eh. The calculation puts the gap between HOMO and LUMO at 9.1382 eV. The charge is +1. As for the total energy: -327.4006 Ha. The calculation puts the relative energy (zero: lowest compared OMol25 entry of this formula, charge and spin) at 154.85 kJ/mol.

Last column: Mulliken charge in e.
Cartesian coordinates (Å):
C  0.24  2.22  -0.60  -1.0240
C  0.20  0.63  -0.70  -0.4219
C  -1.01  0.01  -0.10  0.6821
C  -2.19  -0.05  -0.71  -0.8627
C  0.21  -0.83  1.87  -0.1587
N  -0.86  -0.56  1.22  -0.0172
H  -0.80  2.49  -0.39  0.3312
H  0.29  2.50  -1.66  0.3054
H  0.97  2.62  0.09  0.3545
H  1.08  0.19  -0.26  -0.0337
H  0.30  0.48  -1.77  0.4042
H  -2.16  0.12  -1.78  0.2869
H  -3.09  -0.53  -0.32  0.3224
H  0.04  -1.34  2.81  0.2971
H  1.23  -0.71  1.50  0.2340
H  -1.69  -0.98  1.64  0.3050
H  3.03  -1.59  -0.19  0.3241
H  2.07  -2.68  -0.64  0.2950
O  2.17  -1.97  0.01  -0.6238

Question: Which formula does entry 3 have?
Answer: C36H70O10P2